1.
Entry from the Open Molecules 2025 dataset: a molecular structure, C9H10OS in a non-equilibrium geometry (wB97M-V/def2-TZVPD).

As for the HOMO energy (alpha / beta): -7.81 / -7.81 eV. The HOMO-LUMO gap (alpha / beta) comes out at 7.72 / 7.72 eV. The max |F| is 2.4 eV/Å. The molecular weight is 166.245 u.

Geometry (Å):
C (1.88878, -1.31328, 0.21309)
C (0.71484, -1.83790, 0.00494)
C (-0.53796, -2.46770, -0.08787)
C (-1.68627, -1.44272, -0.26073)
C (-1.64307, -0.51354, 0.96757)
C (1.90554, -0.08027, 1.11800)
C (0.73830, 0.79982, 0.61081)
C (-0.21780, -0.18586, 1.23389)
C (0.65368, 1.14296, -0.86437)
O (-0.75358, -3.65448, 0.07702)
S (0.86225, -0.53271, 2.57072)
H (2.81736, -1.59291, -0.26154)
H (-1.52765, -0.87489, -1.17817)
H (-2.63819, -1.96910, -0.33253)
H (-2.22021, 0.39702, 0.77876)
H (-2.07095, -1.02338, 1.83192)
H (2.87568, 0.35986, 1.33056)
H (0.72582, 1.73227, 1.18902)
H (0.62299, 0.24740, -1.47873)
H (1.52251, 1.73126, -1.15498)
H (-0.23941, 1.73445, -1.05629)

Forces on atoms 1 to 2 (eV/Å):
0.0 -0.3 -0.3
-0.1 2.0 1.4



2.
Entry from the Open Molecules 2025 dataset: 2 unconnected molecules or ions with the total composition C9H11BFNO5 in a non-equilibrium geometry (wB97M-V/def2-TZVPD).

As for the HOMO energy: -10.95 eV. Its SMILES is COB(O)C1=C(CCF)C(=O)OC1=O.CC#N. The HOMO-LUMO gap comes out at 9.78 eV. The max |F| is 1.7 eV/Å. The molecular weight is 242.999 u.

Geometry (Å):
C (2.83864, -2.06054, -0.33061)
O (1.81650, -2.36863, 0.60499)
B (0.86525, -1.40730, 0.82187)
O (0.75864, -0.85307, 2.05511)
C (-0.08278, -0.92421, -0.35586)
C (0.00996, 0.11448, -1.18372)
C (1.01871, 1.19074, -1.25580)
C (1.26824, 1.83584, 0.10449)
F (1.50652, 3.16894, -0.03084)
C (-1.15472, 0.06634, -2.12611)
O (-1.37068, 0.82376, -3.04127)
O (-1.94608, -0.98254, -1.76989)
C (-1.33224, -1.64528, -0.71061)
O (-1.81730, -2.62770, -0.20539)
H (2.60223, -1.20321, -0.95152)
H (3.00374, -2.89499, -0.99749)
H (3.75933, -1.84250, 0.19650)
H (-0.14527, -0.90828, 2.39408)
H (1.93110, 0.85441, -1.72757)
H (0.63350, 1.96777, -1.90684)
H (0.39247, 1.69458, 0.72747)
H (2.08160, 1.34462, 0.62430)
C (-3.03233, 1.26747, 1.12237)
C (-2.26659, 0.79969, 2.27136)
N (-1.66414, 0.43211, 3.17388)
H (-2.36212, 1.45428, 0.28490)
H (-3.76258, 0.51348, 0.83562)
H (-3.54963, 2.18974, 1.37657)

Forces on atoms 1 to 2 (eV/Å):
0.1 -0.3 -0.3
0.1 0.8 -0.1